No. 1
C5H4N4O2 | ωB97M-V/def2-TZVPD

Calculated values
* relative energy (zero: lowest compared OMol25 entry of this formula, charge and spin): 411.1 kJ/mol
* HOMO-LUMO gap (alpha / beta): 8.02 / 8.02 eV
* 2S+1: 1
* E_HOMO (alpha / beta): -9.61 / -9.61 eV
* net charge: 0
* SMILES: COC(=O)NN=C(C#N)C#N

Each line ends with the Mulliken charge.
Positions of all 15 atoms, in Å:
C 3.621 -0.486 0.046  0.16
C 2.869 1.880 0.075  0.23
C 2.665 0.529 0.037  0.25
C -0.943 -0.571 -0.029  0.59
C -3.203 -0.538 -0.032  -0.84
N 4.115 -1.488 -0.053  -0.37
N 3.015 2.994 0.182  -0.36
N 1.359 -0.237 0.075  -0.26
N 0.177 0.323 0.078  0.06
O -0.838 -1.754 -0.142  -0.47
O -2.000 0.192 0.031  -0.32
H -3.101 -1.512 -0.360  0.39
H -3.904 -0.053 -0.765  0.27
H -3.783 -0.687 0.796  0.35
H -0.051 1.409 0.064  0.33



No. 2
C11H10CrN2O4S | ωB97M-V/def2-TZVPD

Calculated values
* relative energy (zero: lowest compared OMol25 entry of this formula, charge and spin): 89.5 kJ/mol
* <S²>: 8.7910
* HOMO-LUMO gap (alpha / beta): 5.83 / 7.46 eV
* 2S+1: 6
* E_HOMO (alpha / beta): -2.70 / -4.33 eV
* net charge: -1

Each line ends with the Löwdin spin population.
Positions of all 29 atoms, in Å:
Cr -0.812 0.009 0.126  3.85
O 1.163 0.291 -0.619  0.06
N 1.440 0.508 -1.878  0.01
C 2.752 0.586 -2.239  0.00
C 3.134 0.857 -3.528  0.00
C 2.157 1.039 -4.502  0.00
C 0.820 0.942 -4.124  0.00
C 0.445 0.685 -2.809  0.01
S -1.195 0.630 -2.324  0.03
H 3.449 0.426 -1.430  0.00
H 4.185 0.922 -3.769  0.00
H 2.429 1.257 -5.525  0.00
H 0.039 1.067 -4.855  0.00
O -0.322 -2.367 -1.439  0.02
C -0.997 -2.732 -0.489  0.02
O -1.394 -2.004 0.456  0.03
H -1.306 -3.813 -0.419  0.00
O -1.418 1.640 1.111  0.06
N -1.278 0.698 2.031  0.17
C -2.397 0.008 2.444  0.17
C -2.424 -0.646 3.649  0.04
C -1.332 -0.566 4.533  0.26
C -0.234 0.196 4.143  0.03
C -0.214 0.824 2.920  0.20
H -3.229 0.031 1.754  0.01
H -3.302 -1.209 3.923  0.00
H -1.357 -1.062 5.489  0.02
H 0.615 0.318 4.799  0.00
H 0.583 1.464 2.574  0.01



No. 3
C26H40Br12INO3 | ωB97M-V/def2-TZVPD

Calculated values
* relative energy (zero: lowest compared OMol25 entry of this formula, charge and spin): 715.4 kJ/mol
* HOMO-LUMO gap: 7.60 eV
* 2S+1: 1
* E_HOMO: -8.63 eV
* net charge: 0

Each line ends with the Mulliken charge.
Positions of all 83 atoms, in Å:
O 4.970 -6.355 -3.308  -0.56
C 4.712 -5.588 -2.246  0.20
N 5.426 -5.456 -0.900  -0.40
C 4.348 -5.227 0.179  0.32
O 4.419 -5.771 1.397  -0.57
C 3.186 -4.294 -0.505  0.07
C 2.020 -3.329 0.126  -0.81
C 1.068 -2.519 -0.985  1.15
C -0.154 -1.499 -0.518  -0.53
C -1.571 -2.304 -0.311  -0.08
C -2.164 -3.016 -1.666  -0.84
I -3.516 -1.669 -2.823  -0.01
C 1.361 -2.746 -2.595  0.31
C 0.472 -1.927 -3.745  -0.31
C 1.470 -0.675 -4.230  -0.54
C 2.219 0.057 -2.949  0.13
O 2.801 1.385 -3.330  -0.60
C 2.524 -3.765 -3.203  -0.77
C 3.452 -4.548 -2.102  0.33
H 6.180 -4.709 -0.916  0.26
H 1.908 -3.216 1.285  0.51
H -0.349 -0.620 -1.276  0.08
H 0.079 -0.970 0.526  -0.08
H -1.344 -3.170 0.478  0.31
H -2.388 -1.556 0.098  -0.08
H -2.878 -3.900 -1.302  0.42
H -1.357 -3.526 -2.350  0.26
H 0.207 -2.654 -4.624  0.38
H -0.484 -1.420 -3.300  -0.19
H 2.318 -1.193 -4.876  0.26
H 0.825 0.084 -4.885  0.33
H 3.121 -0.561 -2.511  0.15
H 1.458 0.311 -2.066  -0.03
H 2.933 1.827 -2.418  0.34
H 2.720 -3.956 -4.341  0.31
Br -2.989 -0.223 3.175  -0.16
C -4.476 0.943 2.693  -0.44
C -5.048 0.572 1.344  -0.41
Br -3.908 1.207 -0.105  -0.05
H -4.104 1.971 2.738  0.37
H -5.220 0.796 3.481  0.28
H -6.011 1.065 1.185  0.02
H -5.169 -0.506 1.206  0.39
Br -4.422 4.796 -1.615  -0.12
C -2.561 4.804 -2.198  -0.62
C -2.435 4.338 -3.630  -0.55
Br -2.606 2.400 -3.760  -0.12
H -2.002 4.186 -1.490  0.34
H -2.237 5.844 -2.101  0.34
H -1.439 4.563 -4.022  0.34
H -3.188 4.770 -4.295  0.36
Br 6.285 0.489 0.705  -0.15
C 6.898 -1.042 1.747  -0.64
C 7.321 -2.181 0.848  -0.66
Br 5.773 -3.123 0.127  0.08
H 6.087 -1.307 2.432  0.33
H 7.749 -0.670 2.324  0.40
H 7.873 -2.934 1.416  0.38
H 7.925 -1.859 -0.005  0.40
Br -8.625 0.792 2.757  -0.12
C -10.122 1.673 1.869  -0.53
C -9.798 1.981 0.426  -0.66
Br -8.627 3.534 0.282  -0.12
H -10.365 2.561 2.459  0.36
H -10.950 0.961 1.935  0.33
H -10.703 2.256 -0.122  0.37
H -9.301 1.156 -0.093  0.37
Br 2.536 -1.407 1.799  0.01
C 2.173 -0.379 3.417  -0.75
C 2.279 1.105 3.157  -0.58
Br 4.142 1.673 3.054  -0.09
H 2.867 -0.736 4.184  0.46
H 1.153 -0.649 3.702  0.39
H 1.854 1.674 3.989  0.40
H 1.798 1.418 2.226  0.30
Br 0.746 7.313 3.124  -0.15
C 1.359 5.782 4.166  -0.61
C 1.782 4.643 3.268  -0.44
Br 0.234 3.701 2.547  -0.09
H 0.549 5.517 4.851  0.37
H 2.210 6.154 4.744  0.37
H 2.335 3.889 3.835  0.11
H 2.386 4.964 2.415  0.43



No. 4
C9H15Cl2InO6PTm | ωB97M-V/def2-TZVPD

Calculated values
* <S²>: 2.0022
* HOMO-LUMO gap (alpha / beta): 2.63 / 2.64 eV
* 2S+1: 3
* E_HOMO (alpha / beta): -20.36 / -20.36 eV
* net charge: +4

Each line ends with the Löwdin spin population.
Positions of all 35 atoms, in Å:
In -0.348 -0.681 -8.198  0.00
Tm -0.279 -1.570 -1.366  2.01
Cl -1.180 1.618 -7.742  0.00
Cl 1.608 -2.967 -1.374  0.00
C -1.228 -3.085 0.276  0.00
C -0.979 -0.182 -10.730  0.00
C 0.144 -2.825 -9.366  0.00
O -1.569 -3.824 1.099  0.00
O -1.282 0.067 -11.799  0.00
O 0.369 -3.799 -9.880  0.00
C -0.813 3.762 2.169  0.00
C -0.042 2.962 1.139  0.00
O -0.818 1.782 0.839  0.00
P -0.396 0.252 0.434  0.00
O -1.041 -0.440 1.779  0.00
C -1.500 0.207 2.959  0.00
C -0.356 0.369 3.903  0.00
O 1.233 -0.529 0.903  0.00
C 1.435 -1.666 1.859  0.00
C 2.608 -1.314 2.752  0.00
H -1.814 4.053 1.796  0.00
H -0.245 4.672 2.424  0.00
H -0.971 3.167 3.089  0.00
H 0.098 3.549 0.206  0.00
H 0.929 2.624 1.537  0.00
H -1.996 1.155 2.753  0.00
H -2.257 -0.478 3.370  0.00
H 0.450 0.992 3.463  0.00
H -0.689 0.849 4.834  0.00
H 0.069 -0.617 4.147  0.00
H 0.510 -1.804 2.434  0.00
H 1.612 -2.645 1.351  0.00
H 2.476 -0.311 3.183  0.00
H 2.718 -2.036 3.579  0.00
H 3.546 -1.305 2.177  0.00